A:
Density functional theory data (wB97M-V/def2-TZVPD) for 2 unconnected molecules or ions with the total composition C2H9N2O.

Its LUMO energy is -0.1313 Ha. As for the orbital gap: 9.062 eV. Its total charge is +1.

Positions of all 14 atoms, in Å:
C (0.40, 1.16, -0.54)
C (0.40, 0.28, 0.45)
N (0.67, -1.13, 0.37)
N (0.97, 1.35, -1.74)
H (-0.64, 1.69, -0.56)
H (0.40, 0.47, 1.54)
H (1.41, -1.43, 1.09)
H (-0.22, -1.58, 0.48)
H (1.05, -1.41, -0.59)
H (1.90, 1.23, -1.98)
H (0.53, 2.20, -2.13)
H (-2.33, -0.25, 1.06)
H (-2.71, -1.67, 1.39)
O (-1.96, -1.17, 1.23)

Partial charges, natural (NBO), in e: number 1, C, carries 0.0655; number 2, C, carries -0.2624; number 3, N, carries -0.6952; number 4, N, carries -0.7592; number 5, H, carries 0.2143; number 6, H, carries 0.2402; number 7, H, carries 0.4430; number 8, H, carries 0.4754; number 9, H, carries 0.4356; number 10, H, carries 0.4084; number 11, H, carries 0.4162; number 12, H, carries 0.4964; number 13, H, carries 0.4919; number 14, O, carries -0.9701

B:
Density functional theory data (wB97M-V/def2-TZVPD) for 2 unconnected molecules or ions with the total composition C2H9N2O.

Its LUMO energy is -0.1296 Ha. As for the orbital gap: 11.793 eV. Its total charge is +1.

Positions of all 14 atoms, in Å:
C (0.32, 1.36, -1.56)
N (-0.61, -1.73, 0.18)
C (-0.28, -0.86, -0.74)
N (0.12, 0.36, -0.51)
H (0.54, 2.31, -1.09)
H (-0.57, 1.47, -2.19)
H (1.13, 1.07, -2.22)
H (-0.37, -1.52, 1.15)
H (-0.53, -2.70, -0.08)
H (-0.27, -1.14, -1.78)
H (0.08, 0.68, 0.45)
H (0.92, 0.20, 2.96)
H (-0.53, 0.64, 2.75)
O (0.05, -0.14, 2.68)

Partial charges, natural (NBO), in e: number 1, C, carries -0.4288; number 2, N, carries -0.7148; number 3, C, carries 0.4057; number 4, N, carries -0.5025; number 5, H, carries 0.2411; number 6, H, carries 0.2280; number 7, H, carries 0.2304; number 8, H, carries 0.4456; number 9, H, carries 0.4296; number 10, H, carries 0.2209; number 11, H, carries 0.4253; number 12, H, carries 0.4970; number 13, H, carries 0.4877; number 14, O, carries -0.9651

Which structure is the most stable? The one labeled B.

A:
Density functional theory data (wB97M-V/def2-TZVPD) for a molecular structure, C3H4S2.

Its LUMO energy is 0.0225 Ha. As for the orbital gap: 9.433 eV.

Positions of all 9 atoms, in Å:
C (0.48, -0.12, 0.86)
C (-0.02, 0.47, -0.43)
C (-1.52, 0.46, -0.17)
S (-1.24, -0.41, 1.48)
S (-0.84, 2.15, -0.31)
H (1.00, -1.05, 0.77)
H (1.05, 0.61, 1.30)
H (0.35, 0.44, -1.38)
H (-2.32, -0.10, -0.74)

Partial charges, natural (NBO), in e: number 1, C, carries -0.5053; number 2, C, carries -0.2791; number 3, C, carries -0.4306; number 4, S, carries 0.1669; number 5, S, carries 0.1200; number 6, H, carries 0.2275; number 7, H, carries 0.2194; number 8, H, carries 0.2287; number 9, H, carries 0.2525

B:
Density functional theory data (wB97M-V/def2-TZVPD) for C3H4S2 in the gas phase.

The SMILES is C1SC12CS2. Its LUMO energy is 0.0246 Ha. As for the orbital gap: 9.513 eV.

Positions of all 9 atoms, in Å:
C (-0.98, 0.04, 0.87)
C (1.01, 0.31, -0.90)
C (0.11, -0.49, -0.05)
S (-1.46, -1.30, -0.22)
S (1.74, -0.89, 0.34)
H (-0.95, 0.08, 1.94)
H (1.19, -0.08, -2.00)
H (1.02, 1.31, -0.64)
H (-1.69, 1.03, 0.64)

Partial charges, natural (NBO), in e: number 1, C, carries -0.5047; number 2, C, carries -0.4382; number 3, C, carries -0.3655; number 4, S, carries 0.2105; number 5, S, carries 0.1877; number 6, H, carries 0.2310; number 7, H, carries 0.2430; number 8, H, carries 0.2228; number 9, H, carries 0.2135

Which structure is the most stable? The one labeled A.

A:
Density functional theory data (wB97M-V/def2-TZVPD) for 2 unconnected molecules or ions with the total composition C3H4S2.

Its LUMO energy is -0.0023 Ha. As for the orbital gap: 9.268 eV.

Positions of all 9 atoms, in Å:
C (1.48, -1.01, 1.66)
C (1.57, -0.73, 0.52)
C (-2.34, 0.12, 0.63)
S (-3.28, 1.36, 0.26)
S (-1.56, -0.89, -0.44)
H (1.83, -1.35, 2.59)
H (1.18, -0.38, -0.40)
H (-3.36, 1.82, -0.94)
H (-1.54, -0.29, -1.78)

Partial charges, natural (NBO), in e: number 1, C, carries -0.2206; number 2, C, carries -0.2332; number 3, C, carries -0.5431; number 4, S, carries 0.2488; number 5, S, carries 0.1845; number 6, H, carries 0.2264; number 7, H, carries 0.2230; number 8, H, carries 0.0503; number 9, H, carries 0.0639

B:
Density functional theory data (wB97M-V/def2-TZVPD) for C3H4S2 in the gas phase.

The SMILES is CC(=S)C=S. Its LUMO energy is -0.0863 Ha. As for the orbital gap: 6.866 eV.

Positions of all 9 atoms, in Å:
C (-0.96, -0.87, -0.20)
C (0.43, -0.48, -0.02)
C (0.67, 0.94, 0.12)
S (1.66, -1.57, 0.20)
S (-2.52, -0.09, 0.07)
H (-1.20, -1.89, -0.50)
H (1.68, 1.18, 0.11)
H (0.11, 1.52, -0.71)
H (0.14, 1.25, 0.94)

Partial charges, natural (NBO), in e: number 1, C, carries -0.2574; number 2, C, carries -0.1612; number 3, C, carries -0.6758; number 4, S, carries 0.1223; number 5, S, carries 0.0321; number 6, H, carries 0.2195; number 7, H, carries 0.2361; number 8, H, carries 0.2354; number 9, H, carries 0.2490

C:
Density functional theory data (wB97M-V/def2-TZVPD) for C3H4S2 in the gas phase.

The SMILES is S=CCC=S. Its LUMO energy is -0.0383 Ha. As for the orbital gap: 7.842 eV.

Positions of all 9 atoms, in Å:
C (-1.00, -0.32, -0.35)
C (0.04, 0.77, -0.36)
C (1.12, 0.28, 0.51)
H (-0.66, -1.41, -0.60)
H (0.64, 0.98, -1.28)
H (-0.22, 1.63, 0.18)
H (1.01, 0.19, 1.59)
S (-2.57, -0.11, 0.12)
S (2.47, -0.25, -0.04)

Partial charges, natural (NBO), in e: number 1, C, carries -0.2498; number 2, C, carries -0.5773; number 3, C, carries -0.2882; number 4, H, carries 0.2180; number 5, H, carries 0.2596; number 6, H, carries 0.2416; number 7, H, carries 0.2075; number 8, S, carries 0.0747; number 9, S, carries 0.1139

Which structure is the most stable? The one labeled B.